[1]
Density functional theory data (ωB97M-V with the def2-TZVPD basis set) for a molecular structure, C33H36IrN6O7Si in a non-equilibrium geometry.

Output
HOMO energy (alpha / beta): -7.05 / -7.03 eV
expectation value of S²: 0.759
multiplicity: 2
LUMO level (alpha / beta): -0.0260 / -0.1373 Eh
frontier orbital gap (alpha / beta): 6.3467 / 3.2986 eV
total charge: 0

XYZ file:
```
84
Properties=species:S:1:pos:R:3:forces:R:3
Ir -0.208244 -0.369601 0.571174 -1.73 0.27 0.59
O 4.237224 -0.144674 -3.051643 0.03 -0.05 0.07
C 4.222511 1.118147 -2.588490 -0.02 0.01 -0.04
C 5.051364 2.046408 -3.223363 -0.01 0.00 0.00
C 5.065397 3.363658 -2.813887 -0.05 0.05 0.02
C 4.245882 3.795965 -1.769621 0.03 -0.03 -0.05
C 3.431222 2.880317 -1.135863 0.04 0.00 0.00
C 3.407320 1.536737 -1.523267 -0.06 -0.01 -0.04
C 2.503244 0.620038 -0.780351 -0.04 0.11 0.09
O 1.744719 1.084737 0.098052 0.60 -0.35 0.02
N 2.569860 -0.684737 -1.126791 -0.09 -0.05 0.22
N 1.620126 -1.408271 -0.496648 1.07 -0.03 -0.17
C 1.734650 -2.677359 -0.460342 -0.26 -0.16 -0.02
C 0.638576 -3.435785 0.165879 0.14 0.09 0.00
C 0.580712 -4.820666 0.112511 0.01 -0.07 0.05
C -0.476111 -5.467717 0.733142 0.02 -0.01 -0.04
C -1.435719 -4.714926 1.391210 0.06 -0.02 0.08
C -1.310863 -3.334606 1.393510 -0.02 0.06 0.18
N -0.296793 -2.712603 0.803036 0.33 -0.05 -1.21
H 3.673794 -0.684739 -2.437668 -0.01 0.04 -0.04
H 5.679890 1.699281 -4.033226 -0.01 0.00 0.01
H 5.724160 4.066293 -3.309353 -0.02 0.00 -0.01
H 4.256800 4.830834 -1.455086 0.01 -0.01 0.01
H 2.794114 3.174987 -0.311071 0.00 -0.01 -0.02
H 2.600849 -3.183353 -0.881605 -0.09 -0.07 -0.04
H 1.352536 -5.369557 -0.411872 -0.03 0.00 0.00
H -0.551759 -6.546868 0.698714 0.01 0.01 0.01
H -2.269439 -5.179983 1.897790 -0.01 0.01 -0.02
H -2.040590 -2.698527 1.878610 -0.02 0.03 -0.09
O 4.050579 0.470246 6.018747 0.65 0.06 0.11
C 4.110809 0.165236 4.859991 -1.25 0.11 0.61
O 5.105527 -0.039336 4.064717 0.27 -0.04 -0.12
C 2.847888 -0.056151 4.043126 0.27 -0.27 -0.65
C 2.462200 -1.341361 3.673902 0.08 -0.09 0.06
C 1.373792 -1.509233 2.850685 -0.27 0.28 0.30
N 0.658751 -0.462245 2.381728 0.88 -0.61 0.18
C 1.009529 0.770000 2.792454 -0.14 -0.24 0.30
C 2.092324 1.012315 3.611841 -0.07 0.26 0.17
C 0.132851 1.851186 2.266054 -0.39 0.43 -0.30
O 0.107149 2.956946 2.762099 0.15 -0.13 -0.03
O -0.613969 1.437454 1.287849 0.06 1.01 -0.42
H 3.011976 -2.206319 4.019054 0.02 -0.01 -0.09
H 1.054090 -2.486806 2.544715 0.03 -0.08 -0.04
H 2.308206 2.034758 3.891679 0.00 0.02 -0.09
C -0.716036 3.035196 -1.359460 -0.05 0.06 -0.09
N -0.125927 2.222015 -2.419371 -0.06 -0.07 0.07
C 0.403776 2.920607 -3.587865 0.04 0.03 0.01
C -0.081820 0.899823 -2.348654 0.18 -0.43 0.06
C 0.549993 0.163544 -3.498866 -0.03 -0.04 -0.09
O -0.566386 0.216795 -1.410455 -0.19 0.29 -0.40
H -1.778056 3.201305 -1.555241 0.02 0.03 -0.03
H -0.203255 3.994565 -1.334367 0.01 -0.02 0.01
H -0.605922 2.553780 -0.400881 0.01 -0.14 0.15
H 0.085172 3.957376 -3.535866 0.00 0.00 0.00
H 0.024160 2.494369 -4.514664 -0.01 0.02 0.01
H 1.495817 2.891268 -3.600322 0.00 0.00 0.02
H 0.010017 0.356724 -4.427921 0.01 -0.03 0.01
H 0.521025 -0.900095 -3.283311 0.02 0.01 0.02
H 1.586576 0.475355 -3.639601 -0.01 0.00 -0.02
C -3.350032 0.183145 -2.279303 -0.02 0.12 -0.14
Si -3.086833 -1.067394 -0.901308 0.15 0.15 0.61
C -4.779586 -1.594129 -0.283587 -0.18 -0.12 -0.07
C -2.221499 -2.545038 -1.641696 0.13 -0.12 -0.19
N -2.229156 -0.543448 0.537703 -0.08 0.00 0.85
C -2.930995 0.144154 1.553735 0.02 -0.22 -0.31
C -2.711722 -0.144862 2.904905 0.02 -0.07 0.04
C -3.416911 0.505123 3.902581 0.00 0.03 -0.03
C -4.373502 1.461340 3.579429 -0.01 -0.01 0.08
C -4.600848 1.762330 2.247021 0.01 -0.10 -0.10
C -3.884145 1.115249 1.247406 -0.05 0.12 0.04
H -4.342598 0.051856 -2.720348 0.03 0.03 -0.01
H -2.607650 0.056992 -3.070233 -0.04 0.00 -0.02
H -3.271425 1.209917 -1.914286 -0.03 -0.03 -0.02
H -5.063645 -2.549782 -0.737515 -0.02 0.06 -0.01
H -5.550607 -0.863673 -0.539719 0.01 -0.04 0.04
H -4.792229 -1.718589 0.800890 0.01 -0.02 -0.03
H -2.675753 -2.789190 -2.607445 0.00 0.02 0.03
H -2.308839 -3.424185 -1.001498 -0.01 -0.02 -0.05
H -1.161411 -2.343489 -1.814726 -0.04 -0.01 -0.03
H -1.971472 -0.894816 3.164231 0.02 0.05 0.03
H -3.223835 0.263449 4.941020 0.00 0.00 -0.01
H -4.930409 1.964356 4.359163 0.03 0.01 0.00
H -5.335702 2.512254 1.980014 0.02 0.00 -0.01
H -4.035460 1.385682 0.208290 -0.05 0.01 0.06
```
Positions in Å, forces in eV/Å.



[2]
Density functional theory data (ωB97M-V with the def2-TZVPD basis set) for a molecular structure, C33H36IrN6O7Si.

Output
HOMO energy (alpha / beta): -7.32 / -8.06 eV
expectation value of S²: 8.788
multiplicity: 6
LUMO level (alpha / beta): -0.0255 / -0.1148 Eh
frontier orbital gap (alpha / beta): 6.6280 / 4.9403 eV
total charge: 0

XYZ file:
```
84
Properties=species:S:1:pos:R:3:forces:R:3
Ir 0.474494 -0.375938 0.307254 -0.10 0.00 0.05
O -3.771786 2.974197 1.976903 -0.20 0.01 -0.01
C -4.388087 2.163045 1.095951 0.02 0.08 0.12
C -5.682260 2.507365 0.700031 -0.02 0.00 -0.02
C -6.376876 1.709265 -0.187055 0.01 0.02 0.01
C -5.799590 0.550013 -0.702606 0.01 -0.01 -0.01
C -4.515776 0.214298 -0.323261 0.01 0.00 -0.04
C -3.789110 1.009380 0.566161 0.01 -0.03 -0.03
C -2.388854 0.620177 0.863456 0.00 -0.01 -0.10
O -1.892890 -0.384298 0.304757 0.02 0.02 0.04
N -1.727460 1.415447 1.723119 0.08 -0.10 0.02
N -0.440303 1.033272 1.845517 -0.03 0.02 0.05
C 0.242841 1.485585 2.827997 0.05 0.00 0.02
C 1.621135 1.029939 2.972204 -0.01 0.01 -0.03
C 2.481239 1.557804 3.929762 0.02 0.00 0.00
C 3.774953 1.073983 4.001655 -0.01 0.02 0.01
C 4.175247 0.081022 3.118775 0.02 -0.02 -0.03
C 3.258705 -0.388869 2.193403 -0.02 0.04 0.00
N 2.010878 0.067088 2.126338 0.03 -0.06 0.04
H -2.899846 2.559704 2.191038 0.12 0.06 -0.11
H -6.120281 3.404927 1.116632 0.00 -0.01 0.00
H -7.381701 1.989706 -0.477804 0.00 0.00 0.00
H -6.348350 -0.078556 -1.390741 0.00 0.00 0.00
H -4.028562 -0.669956 -0.714609 -0.01 -0.01 0.01
H -0.195302 2.171745 3.547204 0.00 0.00 0.00
H 2.133999 2.338723 4.593064 0.00 0.00 0.00
H 4.466493 1.469652 4.733833 0.00 0.00 0.00
H 5.176971 -0.324276 3.139687 0.00 0.00 0.00
H 3.525887 -1.150004 1.469909 0.01 0.00 0.00
O -1.639229 -6.790074 2.848033 -0.17 -0.13 0.17
C -2.169569 -5.740481 3.060484 0.63 0.17 -0.52
O -3.159074 -5.231037 3.612721 -0.26 0.07 0.18
C -1.466035 -4.403536 2.447972 -0.30 -0.28 0.28
C -0.763485 -3.572766 3.296884 0.08 0.10 -0.07
C -0.033313 -2.563220 2.695107 0.05 -0.01 0.05
N -0.033201 -2.370222 1.377283 -0.09 0.04 -0.05
C -0.757962 -3.161573 0.585855 0.02 -0.06 -0.02
C -1.509222 -4.216652 1.089352 0.06 0.09 -0.06
C -0.759498 -2.890873 -0.926535 0.01 0.06 -0.01
O -1.363961 -3.691128 -1.621964 -0.03 -0.01 -0.02
O -0.110896 -1.858658 -1.296700 -0.01 -0.03 0.00
H -0.770799 -3.698588 4.369521 0.00 -0.01 0.00
H 0.563952 -1.876549 3.283383 -0.01 0.01 0.00
H -2.062493 -4.834720 0.396361 -0.01 0.00 0.02
C -1.830566 0.583828 -2.872568 -0.06 0.06 -0.03
N -2.015851 1.884355 -2.236294 0.05 -0.04 0.06
C -3.207839 2.646580 -2.581272 0.00 0.02 -0.01
C -1.114011 2.348536 -1.359328 0.05 -0.05 -0.01
C -1.371286 3.707912 -0.758636 0.00 0.00 0.06
O -0.087138 1.719837 -1.057220 -0.13 0.07 -0.12
H -1.368882 0.699451 -3.856761 -0.02 0.00 0.00
H -2.803723 0.109466 -2.991324 0.01 0.00 0.01
H -1.208720 -0.057704 -2.262430 0.09 -0.06 0.08
H -3.674363 2.178275 -3.443886 0.00 0.00 0.00
H -2.960243 3.673675 -2.849786 -0.01 -0.01 0.00
H -3.931272 2.653998 -1.762048 0.00 -0.01 0.00
H -1.324370 4.484842 -1.524579 0.02 -0.01 0.00
H -0.606409 3.895382 -0.010306 -0.01 0.01 0.00
H -2.354201 3.761509 -0.290005 -0.02 -0.01 0.02
C 2.314627 1.959323 -2.911220 0.04 0.03 -0.03
Si 2.958255 1.272262 -1.288665 -0.03 -0.01 0.06
C 4.813562 0.965642 -1.406358 -0.04 -0.02 -0.04
C 2.696862 2.509867 0.085765 -0.05 -0.05 0.03
N 2.191259 -0.292864 -0.863168 0.14 0.04 -0.08
C 2.666384 -1.449778 -1.458888 -0.06 -0.02 0.00
C 2.673355 -2.658850 -0.739894 0.05 0.02 -0.02
C 3.135786 -3.827911 -1.311607 0.00 0.01 0.02
C 3.592613 -3.831640 -2.623582 -0.01 0.00 -0.02
C 3.585444 -2.649518 -3.354685 0.01 -0.01 0.01
C 3.138593 -1.473752 -2.783724 0.04 0.01 0.00
H 3.138382 2.400338 -3.479353 -0.02 -0.01 -0.01
H 1.569805 2.731748 -2.722186 0.02 -0.01 0.01
H 1.840148 1.196737 -3.530502 -0.01 0.02 0.03
H 5.354382 1.868800 -1.110609 -0.03 0.00 -0.01
H 5.129397 0.708106 -2.418108 0.00 -0.04 0.00
H 5.133766 0.154521 -0.748309 -0.02 0.01 0.03
H 3.019165 3.491626 -0.274195 0.00 0.00 -0.01
H 3.292067 2.275097 0.970970 0.01 -0.02 0.00
H 1.642756 2.576688 0.356526 0.05 0.01 0.01
H 2.302169 -2.657311 0.276439 -0.02 0.01 0.01
H 3.131399 -4.744476 -0.735493 0.00 0.00 0.00
H 3.942347 -4.749486 -3.077112 0.00 0.00 0.01
H 3.923493 -2.648628 -4.382971 0.00 0.00 0.00
H 3.111845 -0.570808 -3.378970 0.02 -0.01 0.02
```
Positions in Å, forces in eV/Å.



[3]
Density functional theory data (ωB97M-V with the def2-TZVPD basis set) for a molecular structure, C33H37Cl2GeOOsS3SeSi in a non-equilibrium geometry.

Output
HOMO energy (alpha / beta): -0.90 / -0.68 eV
expectation value of S²: 0.774
multiplicity: 2
LUMO level (alpha / beta): 0.1520 / 0.1520 Eh
frontier orbital gap (alpha / beta): 5.0330 / 4.8121 eV
total charge: -2

XYZ file:
```
80
Properties=species:S:1:pos:R:3:forces:R:3
Os 0.098984 0.683841 -0.777690 -0.24 -1.81 1.33
Cl -0.493722 -1.689432 -1.110879 -0.41 -0.07 -0.25
C 0.060565 -2.089872 -2.713260 0.23 0.18 0.03
C 0.023750 -3.413948 -3.104445 -0.01 0.08 -0.04
C 0.446304 -3.748172 -4.380820 -0.01 -0.04 -0.02
C 0.878007 -2.741376 -5.235050 -0.04 -0.02 -0.01
C 0.906698 -1.428529 -4.807289 0.01 -0.02 -0.05
Cl 1.443849 -0.224945 -5.949531 0.01 -0.02 0.03
C 0.530072 -1.034337 -3.510639 0.03 0.08 0.16
S 0.593773 0.641122 -3.011983 0.35 0.20 -0.63
H -0.330434 -4.164870 -2.410386 0.00 -0.01 0.00
H 0.439953 -4.779366 -4.708876 -0.01 0.00 -0.01
H 1.194697 -2.966518 -6.244724 0.02 -0.01 0.01
C 0.758729 2.275550 0.029467 0.35 0.78 -0.53
Ge -1.838830 1.979971 -1.221557 0.23 1.00 -0.82
C -2.503947 3.160958 0.227737 -0.30 -0.40 0.20
C -2.265427 4.532687 0.259144 0.01 0.00 0.03
C -2.745790 5.320132 1.298064 0.03 0.05 -0.02
C -3.482464 4.757335 2.329967 0.00 -0.01 0.05
C -3.717678 3.389192 2.329217 0.02 0.01 -0.01
C -3.223567 2.608718 1.292316 -0.06 -0.02 0.00
C -1.485354 3.383859 -2.639806 -0.15 -0.06 0.13
C -2.514383 3.881507 -3.440963 -0.09 -0.03 0.00
C -2.297369 4.879396 -4.383825 0.03 0.02 -0.02
C -1.027059 5.415966 -4.544060 -0.02 -0.01 0.02
C 0.009593 4.945385 -3.749662 0.03 0.02 -0.02
C -0.219004 3.944205 -2.814456 0.05 -0.09 0.09
C -3.443234 1.149398 -2.052571 -0.08 -0.15 0.21
C -3.257520 0.401299 -3.218907 -0.01 0.01 0.03
C -4.332355 -0.156414 -3.895194 0.00 -0.01 -0.02
C -5.625269 0.011865 -3.412073 0.00 -0.04 -0.02
C -5.827674 0.736219 -2.247567 -0.01 0.01 0.04
C -4.744172 1.295856 -1.575752 -0.05 0.03 -0.08
H -1.679917 4.996333 -0.524929 0.00 -0.01 -0.03
H -2.530062 6.382316 1.303142 0.01 0.00 0.01
H -3.853846 5.376330 3.139154 0.00 0.00 0.00
H -4.277983 2.929573 3.137192 0.00 0.01 0.01
H -3.397961 1.535131 1.317419 -0.02 0.01 -0.05
H -3.519561 3.484275 -3.334170 0.01 -0.03 0.01
H -3.120777 5.235520 -4.994727 0.00 0.00 0.00
H -0.847549 6.193485 -5.278801 0.00 0.00 0.00
H 1.007567 5.355577 -3.856856 -0.01 0.00 0.00
H 0.604175 3.591921 -2.201402 -0.01 0.00 0.01
H -2.252272 0.273806 -3.610147 0.02 0.00 0.00
H -4.160444 -0.720886 -4.805055 -0.01 -0.01 0.00
H -6.467502 -0.420487 -3.941031 0.00 0.00 0.00
H -6.832159 0.874154 -1.861105 0.00 0.00 0.00
H -4.925494 1.875913 -0.677305 0.01 0.01 0.00
C 1.630137 1.903700 3.881118 -0.07 0.00 0.03
C 1.182232 0.812711 2.919815 0.03 -0.09 0.09
S -0.501370 1.105169 2.374073 -0.03 0.12 -0.14
O -0.782092 0.136317 1.215657 0.25 0.30 0.34
C -1.411283 0.303320 3.713434 -0.05 -0.08 -0.04
C -1.196378 -1.197244 3.834933 0.01 0.01 0.01
H 2.658677 1.707264 4.187386 0.01 0.00 0.01
H 1.011627 1.942456 4.784028 0.02 -0.03 0.00
H 1.597316 2.879699 3.397917 0.01 0.02 -0.04
H 1.252033 -0.188067 3.345563 0.00 0.02 -0.04
H 1.761388 0.818159 1.994302 0.03 0.01 -0.02
H -2.453342 0.519665 3.468050 0.01 0.05 0.05
H -1.160001 0.850344 4.624866 0.00 0.00 0.01
H -1.287474 -1.665735 2.855416 -0.01 0.01 0.00
H -1.948213 -1.628382 4.499304 0.00 -0.01 0.00
H -0.214335 -1.443645 4.237873 0.01 0.01 0.00
S 1.664020 4.719064 1.279431 -0.03 0.10 0.06
C 1.151974 3.341690 0.554608 0.03 -0.17 0.10
C 1.161518 -3.570873 1.135037 -0.03 -0.01 -0.01
Si 2.747278 -2.539496 1.140458 -0.01 0.00 0.02
C 4.115967 -3.721781 0.574837 0.02 0.00 0.01
C 3.107560 -2.246510 2.992299 0.03 -0.01 0.01
Se 2.740393 -0.702062 -0.079790 -0.17 0.16 -0.21
H 1.251526 -4.428735 1.811052 0.02 0.01 0.00
H 0.940344 -3.940119 0.131163 0.00 -0.02 0.01
H 0.313953 -2.961312 1.457383 -0.01 -0.01 0.00
H 4.112031 -4.655377 1.149508 -0.01 0.01 0.00
H 5.089379 -3.241525 0.702108 0.01 -0.01 -0.02
H 3.998791 -3.958353 -0.484709 -0.01 0.00 0.00
H 3.758531 -3.032679 3.389618 -0.02 -0.01 0.01
H 2.188298 -2.248300 3.586356 0.00 0.01 -0.01
H 3.604657 -1.285566 3.136486 0.01 -0.01 0.01
```
Positions in Å, forces in eV/Å.